# 1
Computed, not measured: a cluster of 2 separate species, C26H27N2O2S in total in a non-equilibrium geometry, with ωB97M-V/def2-TZVPD.

ORCA input file:
```
! wB97M-V def2-TZVPD RIJCOSX def2/J DEFGRID3
* xyz 1 1
C 4.944 0.524 3.070
N 3.513 0.298 2.990
C 2.576 1.256 2.788
C 1.272 0.683 2.880
C 0.048 1.343 2.800
C -1.218 0.671 2.764
C -1.490 -0.433 1.913
C -2.669 -1.158 2.053
C -3.593 -0.826 3.056
C -4.771 -1.706 3.336
C -3.378 0.325 3.821
C -2.237 1.089 3.652
C 1.496 -0.734 3.194
C 0.694 -1.769 3.658
C 1.269 -3.031 3.889
C 2.651 -3.234 3.779
C 3.497 -2.149 3.493
C 2.892 -0.936 3.201
H 5.446 -0.444 3.136
H 5.298 1.077 2.192
H 5.214 1.108 3.960
H 2.861 2.287 2.616
H 0.058 2.413 2.995
H -0.741 -0.723 1.173
H -2.852 -2.027 1.419
H -5.372 -1.269 4.136
H -5.396 -1.836 2.447
H -4.469 -2.706 3.670
H -4.110 0.583 4.589
H -2.069 1.964 4.277
H -0.363 -1.599 3.840
H 0.626 -3.868 4.160
H 3.067 -4.226 3.953
H 4.581 -2.232 3.489
C 1.150 5.158 -0.806
S 1.213 3.771 0.389
C 2.184 4.590 1.718
C -0.341 3.850 1.115
C -1.542 4.011 0.391
C -2.645 4.718 0.991
C -3.720 5.124 0.231
C -3.831 4.691 -1.112
N -5.037 4.946 -1.825
O -5.153 4.525 -2.999
O -5.948 5.585 -1.246
C -2.754 4.011 -1.734
C -1.654 3.645 -0.992
H 0.360 4.970 -1.531
H 0.968 6.083 -0.254
H 2.125 5.186 -1.299
H 1.945 4.134 2.684
H 3.240 4.443 1.466
H 1.932 5.654 1.713
H -0.340 4.155 2.157
H -2.577 5.012 2.043
H -4.500 5.767 0.644
H -2.805 3.789 -2.797
H -0.833 3.098 -1.464
*
```

For the relative energy (zero: lowest compared OMol25 entry of this formula, charge and spin), the calculation gives 369.08 kJ/mol. The LUMO energy comes out at -4.8 eV. The HOMO-LUMO gap comes out at 4.6 eV.

=====

# 2
Computed, not measured: the ion C5H5N2O5S with charge -1 in a non-equilibrium geometry, with ωB97M-V/def2-TZVPD.

ORCA input file:
```
! wB97M-V def2-TZVPD RIJCOSX def2/J DEFGRID3
* xyz -1 1
O -0.796 -2.967 -0.397
N -1.464 -1.953 -0.120
O -2.712 -1.901 -0.145
C -0.705 -0.842 0.270
C -1.456 0.283 0.635
C -1.084 1.581 0.575
C -0.025 2.008 -0.326
N 0.417 1.157 -1.236
C 0.854 -0.034 -0.973
S 2.270 -0.204 0.254
O 1.995 -1.360 1.072
O 3.252 -0.421 -0.788
O 2.308 1.102 0.957
H 0.242 -1.184 0.645
H -2.522 -0.051 0.921
H -1.789 2.349 0.910
H 0.163 3.089 -0.390
H 1.053 -0.651 -1.864
*
```

For the relative energy (zero: lowest compared OMol25 entry of this formula, charge and spin), the calculation gives 253.05 kJ/mol. The LUMO energy comes out at 2.6 eV. The HOMO-LUMO gap comes out at 7.9 eV. The SMILES is O=[N+]([O-])/C=C/C=C\N=C/S(=O)(=O)[O-].

=====

# 3
Computed, not measured: a cluster of 6 separate species, C37H90IN5O20P5 in total in a non-equilibrium geometry, with ωB97M-V/def2-TZVPD.

ORCA input file:
```
! wB97M-V def2-TZVPD RIJCOSX def2/J DEFGRID3
* xyz 1 1
C 3.624 3.844 -0.184
C 2.496 4.448 0.663
C 1.652 3.361 1.352
C 0.150 3.632 1.228
C -0.436 3.264 -0.134
C -0.379 1.767 -0.496
C -1.750 1.099 -0.564
C -2.456 0.850 0.784
C -1.603 0.394 1.969
C -1.386 -1.116 2.040
C -0.486 -1.686 0.936
C 0.961 -1.806 1.409
N 1.770 -2.596 0.472
C 1.831 -3.907 0.493
N 2.630 -4.385 -0.442
C 3.101 -3.300 -1.063
N 4.001 -3.414 -2.056
C 4.683 -2.405 -2.800
I 3.541 -1.973 -4.613
C 6.050 -2.989 -3.202
C 6.778 -2.274 -4.340
N 2.578 -2.175 -0.553
C 2.696 -0.748 -0.852
C 3.587 -0.013 0.149
C 5.067 -0.231 -0.152
C 6.048 0.595 0.676
C 7.335 0.749 -0.141
N 8.258 1.740 0.427
H 3.185 3.156 -0.908
H 4.329 3.335 0.474
H 4.178 4.608 -0.727
H 1.902 5.089 0.011
H 2.954 5.090 1.414
H 1.903 2.385 0.931
H 1.893 3.387 2.414
H 0.027 4.712 1.338
H -0.415 3.206 2.058
H -1.480 3.582 -0.157
H 0.101 3.829 -0.897
H 0.050 1.683 -1.500
H 0.316 1.216 0.147
H -2.389 1.770 -1.138
H -1.686 0.197 -1.174
H -3.063 1.713 1.055
H -3.172 0.043 0.606
H -2.157 0.657 2.872
H -0.650 0.919 2.060
H -0.890 -1.310 2.996
H -2.343 -1.634 2.043
H -0.501 -1.114 0.009
H -0.827 -2.694 0.685
H 1.014 -2.298 2.377
H 1.364 -0.805 1.541
H 1.299 -4.556 1.166
H 4.224 -4.367 -2.295
H 4.899 -1.511 -2.234
H 5.983 -4.067 -3.347
H 6.668 -2.844 -2.309
H 6.652 -2.806 -5.279
H 7.842 -2.251 -4.110
H 6.471 -1.237 -4.441
H 2.997 -0.552 -1.876
H 1.690 -0.333 -0.759
H 3.312 1.041 0.152
H 3.391 -0.359 1.167
H 5.218 0.040 -1.202
H 5.269 -1.301 -0.030
H 6.309 0.024 1.569
H 5.637 1.559 0.971
H 7.035 1.044 -1.153
H 7.802 -0.220 -0.260
H 8.273 2.540 -0.193
H 9.191 1.350 0.351
C -6.540 -2.891 6.428
O -6.435 -2.398 5.071
P -5.281 -2.914 3.999
O -4.876 -1.623 3.413
O -6.435 -3.700 3.148
C -7.228 -4.717 3.789
O -4.115 -3.858 3.307
C -4.062 -5.276 3.549
H -6.648 -2.038 7.094
H -7.422 -3.526 6.515
H -5.662 -3.460 6.735
H -8.178 -4.302 4.112
H -6.713 -5.154 4.650
H -7.419 -5.505 3.065
H -4.743 -5.789 2.870
H -4.313 -5.531 4.577
H -3.045 -5.607 3.351
C 0.304 -1.138 -5.528
O -0.877 -0.578 -4.911
P -1.239 0.986 -5.059
O -1.571 1.521 -3.746
O -2.567 0.783 -5.969
C -2.575 -0.119 -7.074
O -0.567 2.162 -5.902
C -0.159 1.983 -7.272
H 0.818 -1.743 -4.787
H 0.016 -1.768 -6.370
H 0.987 -0.361 -5.878
H -3.017 -1.069 -6.771
H -1.577 -0.305 -7.473
H -3.183 0.320 -7.863
H -1.013 2.139 -7.930
H 0.267 0.996 -7.450
H 0.598 2.731 -7.488
C -5.121 5.500 2.806
O -3.921 6.231 3.150
P -2.837 6.761 2.018
O -1.588 6.347 2.679
O -3.249 8.323 2.269
C -4.598 8.755 2.096
O -2.211 7.078 0.539
C -3.029 7.556 -0.546
H -5.191 4.635 3.462
H -5.994 6.135 2.961
H -5.116 5.150 1.773
H -5.102 8.788 3.063
H -5.165 8.105 1.424
H -4.580 9.756 1.670
H -3.138 8.638 -0.473
H -4.014 7.089 -0.559
H -2.520 7.311 -1.475
C 11.816 -3.418 -1.875
O 10.902 -2.422 -2.397
P 10.807 -0.935 -1.775
O 9.398 -0.587 -1.604
O 11.431 -0.202 -3.088
C 12.606 -0.699 -3.728
O 11.618 -0.075 -0.699
C 13.059 -0.109 -0.614
H 11.268 -4.348 -1.743
H 12.622 -3.578 -2.590
H 12.244 -3.127 -0.916
H 12.327 -1.311 -4.586
H 13.230 -1.293 -3.058
H 13.187 0.153 -4.072
H 13.481 0.588 -1.336
H 13.456 -1.108 -0.788
H 13.333 0.205 0.388
C -13.154 -4.135 1.582
O -12.600 -4.642 2.819
P -11.317 -3.968 3.528
O -10.386 -5.020 3.920
O -12.158 -3.417 4.815
C -13.401 -2.741 4.648
O -10.443 -2.641 3.327
C -11.033 -1.372 2.991
H -13.312 -4.975 0.911
H -14.110 -3.654 1.785
H -12.492 -3.419 1.093
H -14.224 -3.439 4.803
H -13.504 -2.287 3.661
H -13.459 -1.953 5.396
H -11.378 -0.880 3.900
H -11.861 -1.475 2.290
H -10.259 -0.766 2.529
*
```

The LUMO energy comes out at -2.3 eV. The HOMO-LUMO gap comes out at 8.3 eV.

=====

# 4
Computed, not measured: a cluster of 2 separate species, H2OS2 in total in a non-equilibrium geometry, with ωB97M-V/def2-TZVPD.

ORCA input file:
```
! wB97M-V def2-TZVPD RIJCOSX def2/J DEFGRID3
* xyz 0 1
O 1.008 0.460 0.110
S 2.342 -0.177 -0.136
S -1.716 -0.083 -0.123
H -0.638 0.485 -0.682
H -0.994 -0.686 0.831
*
```

For the relative energy (zero: lowest compared OMol25 entry of this formula, charge and spin), the calculation gives 222.31 kJ/mol. The LUMO energy comes out at -2.8 eV. The HOMO-LUMO gap comes out at 6.4 eV. The SMILES is O=S.S.

=====

# 5
Computed, not measured: a structure of composition CH8O4Si2 in a non-equilibrium geometry, with ωB97M-V/def2-TZVPD.

ORCA input file:
```
! wB97M-V def2-TZVPD RIJCOSX def2/J DEFGRID3
* xyz 0 1
C 2.424 0.199 0.691
O 0.424 -1.182 -0.877
O -1.985 -1.416 -0.078
O -2.590 1.156 -0.211
O -0.230 1.313 0.167
Si 0.979 0.686 -0.501
Si -2.831 -0.260 0.420
H 2.714 1.064 1.203
H 1.915 -0.277 1.502
H 3.166 -0.232 0.132
H 0.751 -2.006 -1.328
H -0.594 -1.432 -0.545
H -1.460 1.426 -0.160
H 1.227 1.150 -1.919
H -3.909 -0.189 1.503
*
```

For the relative energy (zero: lowest compared OMol25 entry of this formula, charge and spin), the calculation gives 330.16 kJ/mol. The LUMO energy comes out at 0.4 eV. The HOMO-LUMO gap comes out at 10.6 eV.

=====

# 6
Computed, not measured: a cluster of 2 separate species, C2H6NP in total in a non-equilibrium geometry, with ωB97M-V/def2-TZVPD.

ORCA input file:
```
! wB97M-V def2-TZVPD RIJCOSX def2/J DEFGRID3
* xyz 0 1
C 1.426 -0.265 0.484
C -0.696 1.243 -0.847
N -1.636 0.591 -0.462
P -2.767 -0.307 0.323
H 1.635 0.002 -0.529
H 0.638 0.374 0.914
H 2.343 -0.296 1.071
H -0.282 1.261 -1.865
H 1.162 -1.337 0.453
H -1.823 -1.266 0.457
*
```

For the relative energy (zero: lowest compared OMol25 entry of this formula, charge and spin), the calculation gives 160.36 kJ/mol. The LUMO energy (alpha / beta) comes out at 0.0 / 0.0 eV. The HOMO-LUMO gap (alpha / beta) comes out at 7.9 / 7.9 eV.

=====

# 7
Computed, not measured: the ion C3H8NO2 with charge +2 in a non-equilibrium geometry, with ωB97M-V/def2-TZVPD.

ORCA input file:
```
! wB97M-V def2-TZVPD RIJCOSX def2/J DEFGRID3
* xyz 2 2
O 0.432 0.205 -1.707
C 0.129 -0.496 -0.763
O 0.161 -1.770 -0.654
C -0.522 0.127 0.570
C 0.403 -0.220 1.695
N -0.480 1.692 0.390
H 0.749 -2.182 -1.256
H -1.552 -0.175 0.688
H 0.052 0.076 2.691
H 0.613 -1.292 1.720
H 1.399 0.242 1.657
H 0.445 2.074 0.618
H -1.161 2.102 1.037
H -0.642 1.908 -0.592
*
```

For the relative energy (zero: lowest compared OMol25 entry of this formula, charge and spin), the calculation gives 110.00 kJ/mol. The LUMO energy (alpha / beta) comes out at -9.9 / -15.4 eV. The HOMO-LUMO gap (alpha / beta) comes out at 13.0 / 7.5 eV.

=====

# 8
Computed, not measured: a cluster of 3 separate species, C6H17NO3 in total in a non-equilibrium geometry, with ωB97M-V/def2-TZVPD.

ORCA input file:
```
! wB97M-V def2-TZVPD RIJCOSX def2/J DEFGRID3
* xyz 0 1
C -0.597 2.642 -0.910
C -1.468 1.823 -1.619
C -2.280 0.690 -1.051
C -1.636 -0.276 -0.214
C -0.446 -1.169 -0.745
N 0.509 -1.313 0.342
C 0.133 -2.371 1.343
O -0.822 -1.766 2.264
H -0.027 3.399 -1.227
H -0.058 2.212 -0.014
H -1.819 2.207 -2.593
H -3.112 1.041 -0.485
H -2.501 0.100 -1.905
H -1.213 0.119 0.765
H -2.375 -1.113 0.202
H -0.904 -2.024 -1.255
H 0.252 -0.679 -1.402
H 0.630 -0.385 0.680
H 1.080 -2.616 1.783
H -0.436 -3.306 1.018
H -0.378 -1.071 2.873
O 3.227 0.951 1.788
H 2.435 1.239 2.239
H 3.023 1.136 0.871
O 2.686 0.315 -0.700
H 3.290 0.816 -1.322
H 2.806 -0.600 -0.727
*
```

For the relative energy (zero: lowest compared OMol25 entry of this formula, charge and spin), the calculation gives 459.93 kJ/mol. The LUMO energy comes out at 0.5 eV. The HOMO-LUMO gap comes out at 9.1 eV. The SMILES is C=CCCCNCO.O.O.

=====

# 9
Computed, not measured: a cluster of 2 separate species, C2H2F2S2 in total in a non-equilibrium geometry, with ωB97M-V/def2-TZVPD.

ORCA input file:
```
! wB97M-V def2-TZVPD RIJCOSX def2/J DEFGRID3
* xyz 0 3
C -1.800 -1.780 1.268
C 1.115 1.411 -1.913
F -2.047 -2.750 0.399
F 1.408 0.900 -0.720
S 0.023 0.769 -2.883
S -1.849 -0.226 0.888
H -1.563 -2.186 2.248
H 1.712 2.298 -2.114
*
```

For the relative energy (zero: lowest compared OMol25 entry of this formula, charge and spin), the calculation gives 194.85 kJ/mol. The LUMO energy (alpha / beta) comes out at -2.0 / -4.6 eV. The HOMO-LUMO gap (alpha / beta) comes out at 3.1 / 3.7 eV.

=====

# 10
Computed, not measured: an isolated molecule of C6H9NO3 in a non-equilibrium geometry, with ωB97M-V/def2-TZVPD.

ORCA input file:
```
! wB97M-V def2-TZVPD RIJCOSX def2/J DEFGRID3
* xyz 0 1
C -0.860 -1.695 -0.883
C -0.834 -0.407 -0.519
N -1.887 0.455 -0.770
C 0.586 0.241 -0.152
C 0.553 1.765 -0.221
O 1.663 -0.182 -0.949
C 0.802 -0.244 1.279
O 2.091 -0.279 1.765
C -0.274 -0.729 1.851
O -1.223 -0.969 2.508
H -1.757 -2.155 -1.262
H -0.023 -2.349 -0.710
H -1.996 1.213 -0.115
H -2.752 -0.001 -1.019
H -0.148 2.178 0.498
H 0.284 2.081 -1.226
H 1.550 2.134 0.016
H 1.558 -1.119 -1.153
H 2.667 0.062 1.062
*
```

For the relative energy (zero: lowest compared OMol25 entry of this formula, charge and spin), the calculation gives 250.52 kJ/mol. The LUMO energy comes out at 0.5 eV. The HOMO-LUMO gap comes out at 8.5 eV. The SMILES is C=C(N)[C@](C)(O)C(O)=C=O.

=====

# 11
Computed, not measured: a structure of composition C5H9IN in a non-equilibrium geometry, with ωB97M-V/def2-TZVPD.

ORCA input file:
```
! wB97M-V def2-TZVPD RIJCOSX def2/J DEFGRID3
* xyz 1 1
C -2.672 -0.771 1.047
C -0.036 -0.331 0.362
C -0.178 -1.185 -0.842
C 1.598 1.290 -0.580
C 1.256 0.472 0.686
N -0.851 -0.073 1.234
I -3.753 0.080 -0.299
H -3.051 -1.191 2.040
H 0.684 -1.868 -0.783
H 0.027 -0.391 -1.636
H -1.185 -1.651 -0.890
H 0.764 2.005 -0.896
H 1.943 0.750 -1.499
H 2.355 1.940 -0.265
H 0.952 1.100 1.571
H 2.146 -0.174 0.752
*
```

For the relative energy (zero: lowest compared OMol25 entry of this formula, charge and spin), the calculation gives 475.53 kJ/mol. The LUMO energy (alpha / beta) comes out at -6.9 / -6.9 eV. The HOMO-LUMO gap (alpha / beta) comes out at 7.1 / 7.1 eV.

=====

# 12
Computed, not measured: a structure of composition C3H2Cl2O in a non-equilibrium geometry, with ωB97M-V/def2-TZVPD.

ORCA input file:
```
! wB97M-V def2-TZVPD RIJCOSX def2/J DEFGRID3
* xyz 0 1
C -0.428 0.514 -0.325
C 0.531 0.737 0.580
C -0.004 -0.939 -0.328
O 0.946 -0.674 0.652
Cl -1.641 1.290 -1.280
Cl 1.066 1.856 1.693
H -0.867 -1.400 0.269
H 0.397 -1.384 -1.263
*
```

For the relative energy (zero: lowest compared OMol25 entry of this formula, charge and spin), the calculation gives 207.71 kJ/mol. The LUMO energy comes out at 0.8 eV. The HOMO-LUMO gap comes out at 10.0 eV.

=====

| no. | molar mass (g/mol) |
| --- | --- |
| 1 | 431.581 |
| 2 | 205.171 |
| 3 | 1206.916 |
| 4 | 82.149 |
| 5 | 140.243 |
| 6 | 75.051 |
| 7 | 90.102 |
| 8 | 151.206 |
| 9 | 128.168 |
| 10 | 143.142 |
| 11 | 210.038 |
| 12 | 124.954 |